(1)
Entry from OMol25: a cluster of 2 separate species, C19H34ClINO9S in total in a non-equilibrium geometry (ωB97M-V/def2-TZVPD).

Cartesian coordinates (Å):
1 C -5.02857 0.53462 2.61227
2 C -5.70569 -0.30223 1.46099
3 C -4.58266 -0.67103 0.40771
4 C -4.01052 -2.15469 0.57764
5 C -2.68273 -2.11862 1.42787
6 C -1.40821 -2.59987 0.62026
7 O -1.84633 -3.86030 0.05661
8 C -1.15778 -1.67303 -0.62637
9 C -0.50596 -2.45920 -1.84969
10 C -1.59127 -2.84386 -2.94555
11 I 0.88208 -1.09804 -2.87681
12 O -0.30322 -2.93819 1.43020
13 C 0.63149 -1.95352 1.75714
14 Cl 1.99161 -1.77535 0.52255
15 C 1.39749 -2.51858 3.06927
16 O 2.62557 -2.42227 3.19142
17 O 0.71882 -3.10822 3.98756
18 C 0.08480 -0.53661 2.20522
19 O -0.56325 -0.61424 3.47265
20 N 1.23819 0.40041 2.21093
21 C 0.80398 1.60481 1.50305
22 O 1.84539 2.60675 1.42550
23 C 1.46881 3.63017 0.58159
24 C -0.00933 4.05665 0.34406
25 O 2.33016 4.25685 0.02920
26 H -4.50214 1.40257 2.13908
27 H -4.22544 -0.09198 3.07638
28 H -5.80743 0.85478 3.33955
29 H -6.13294 -1.27228 1.81512
30 H -6.48426 0.27814 0.90236
31 H -5.08594 -0.66404 -0.60040
32 H -3.74730 0.06528 0.34732
33 H -3.89134 -2.54663 -0.45475
34 H -4.74999 -2.76379 1.15838
35 H -2.56430 -1.08049 1.81968
36 H -2.76469 -2.77888 2.32949
37 H -1.11483 -4.49169 0.15754
38 H -2.11296 -1.25795 -1.04213
39 H -0.49733 -0.79848 -0.44473
40 H 0.06760 -3.35097 -1.53013
41 H -1.82066 -3.94042 -2.88340
42 H -2.55921 -2.31115 -2.78783
43 H -1.25430 -2.58049 -3.97626
44 H -0.67239 -0.08682 1.52225
45 H 0.08072 -0.47486 4.18392
46 H 1.53643 0.61453 3.16131
47 H -0.08185 2.02255 2.06757
48 H 0.52912 1.33541 0.44853
49 H -0.38800 4.42973 1.33460
50 H -0.11826 4.84427 -0.42728
51 H -0.68321 3.21115 0.06565
52 C 6.07656 2.22742 -2.41284
53 C 4.96992 1.92316 -1.39651
54 C 3.63157 2.24374 -2.06626
55 S 3.88174 2.00822 -3.82549
56 O 3.74913 3.28478 -4.48705
57 O 3.14957 0.84257 -4.25768
58 C 5.61834 1.59951 -3.72468
59 H 7.04038 1.82871 -2.09369
60 H 6.18091 3.30966 -2.53239
61 H 5.00321 0.86374 -1.12854
62 H 5.09570 2.49654 -0.47779
63 H 2.83922 1.57853 -1.72371
64 H 3.34122 3.28147 -1.90345
65 H 6.14171 1.98971 -4.59604
66 H 5.70285 0.51235 -3.69098

Output
Orbital gap, eV: 6.6222
Highest occupied orbital energy, eV: -4.36
Calculated total energy, eV: -71629.94960
Charge: -1

(2)
Entry from OMol25: a structure of composition C36H61Br2N3O8P2 in a non-equilibrium geometry (ωB97M-V/def2-TZVPD).

Cartesian coordinates (Å):
1 C 5.79510 1.30171 0.22288
2 C 5.56898 -0.11580 0.92967
3 C 4.42822 -0.96956 0.26937
4 C 3.06459 -0.95268 1.09323
5 C 1.89526 -0.76096 0.05104
6 C 0.54945 -1.49932 0.41352
7 C 0.05749 -2.46636 -0.72350
8 C -0.88556 -1.75871 -1.79059
9 P -1.15600 -3.11839 -3.13124
10 N 0.20457 -3.92670 -3.42595
11 C -2.32311 -1.46139 -1.22424
12 C -2.96486 -2.72306 -0.48682
13 C -2.97833 -2.51268 1.08201
14 O -3.03930 -3.85807 1.60887
15 C -4.21874 -1.68701 1.59069
16 N -3.82470 -0.28422 1.91743
17 O -3.15952 -1.21207 -2.36010
18 C -3.94527 -0.04848 -2.25840
19 O -5.29408 -0.49835 -2.45496
20 C -6.22738 0.51940 -2.11035
21 C -7.54308 -0.01855 -1.43398
22 C -7.81981 -1.45340 -2.00354
23 C -7.37080 0.03815 0.12690
24 C -7.98946 1.35807 0.73665
25 C -8.29908 1.16465 2.28454
26 C -6.92863 2.54412 0.65189
27 C -3.53692 0.89222 -3.45877
28 Br -4.51735 0.37119 -5.12584
29 C -3.81368 2.42140 -3.24821
30 C -3.43692 2.99268 -1.83270
31 N -0.13331 -0.61019 -2.31849
32 Br -0.54487 1.05813 -1.64656
33 P 0.39271 -0.66996 -3.99309
34 C 2.19391 -1.23655 -3.87490
35 O 0.48170 0.94288 -4.53918
36 H 5.08551 1.48724 -0.61336
37 H 5.78214 2.11939 0.98658
38 H 6.81851 1.36149 -0.22938
39 H 5.48201 -0.00724 2.03173
40 H 6.52123 -0.68107 0.75637
41 H 4.27358 -0.55078 -0.75765
42 H 4.72712 -2.03220 0.12521
43 H 2.95609 -1.84106 1.74815
44 H 3.10877 -0.00618 1.69204
45 H 1.76232 0.33597 -0.10062
46 H 2.24044 -1.16710 -0.93270
47 H -0.22137 -0.71918 0.62743
48 H 0.72176 -2.04594 1.37478
49 H 0.97338 -2.83464 -1.24862
50 H -0.40997 -3.36263 -0.25976
51 H -1.74462 -2.54794 -4.30665
52 H -2.11462 -4.07189 -2.67016
53 H 0.41291 -3.83094 -4.42231
54 H -2.35271 -0.67062 -0.43872
55 H -2.39887 -3.66006 -0.64721
56 H -4.03506 -2.83667 -0.78005
57 H -1.98881 -2.10695 1.40819
58 H -3.25910 -3.82655 2.54452
59 H -4.99398 -1.70313 0.79119
60 H -4.63007 -2.21468 2.48809
61 H -2.81422 -0.21837 2.02150
62 H -4.09657 0.25186 1.09235
63 H -3.94252 0.44696 -1.26350
64 H -5.82062 1.33787 -1.47033
65 H -6.53738 1.01226 -3.07406
66 H -8.37204 0.63716 -1.80082
67 H -7.92284 -1.42670 -3.11669
68 H -7.01166 -2.15141 -1.70520
69 H -8.80627 -1.79370 -1.61043
70 H -7.90477 -0.83857 0.55889
71 H -6.27732 -0.01630 0.36269
72 H -8.90653 1.63429 0.16727
73 H -8.10081 0.09465 2.52026
74 H -7.60236 1.76826 2.91418
75 H -9.33230 1.48385 2.54186
76 H -6.91773 2.90184 -0.40781
77 H -7.25041 3.34440 1.34743
78 H -5.94804 2.09857 0.94207
79 H -2.46779 0.71037 -3.70858
80 H -4.87527 2.62355 -3.52488
81 H -3.20841 2.96159 -4.01917
82 H -2.95273 2.26747 -1.14694
83 H -2.85507 3.94382 -1.88661
84 H -4.40079 3.28371 -1.33409
85 H 2.73126 -0.42118 -3.31540
86 H 2.63769 -1.42789 -4.87054
87 H 2.21507 -2.12028 -3.19704
88 H -0.41393 1.18734 -4.79950
89 C 10.85406 0.45972 -0.94900
90 C 11.60719 1.49394 -1.32057
91 C 11.54350 2.78662 -0.60238
92 O 12.22810 3.72967 -0.94188
93 C 10.61332 2.88634 0.54434
94 C 9.86000 1.85216 0.91618
95 C 9.92415 0.56000 0.19781
96 O 9.23888 -0.38204 0.53822
97 H 10.88617 -0.49302 -1.46216
98 H 12.29341 1.43902 -2.15614
99 H 10.58098 3.83897 1.05749
100 H 9.17309 1.90692 1.75221
101 C 4.93994 2.22348 5.61996
102 C 4.07719 1.78652 6.53624
103 C 4.31753 0.52878 7.27799
104 O 3.53117 0.12927 8.11136
105 C 5.55250 -0.22389 6.96449
106 C 6.41508 0.21306 6.04794
107 C 6.17498 1.47082 5.30633
108 O 6.96078 1.87046 4.47208
109 H 4.78089 3.14064 5.06714
110 H 3.16949 2.32433 6.77890
111 H 5.71157 -1.14094 7.51729
112 H 7.32258 -0.32500 5.80485

Output
Orbital gap, eV: 6.2102
Energy relative to the best compared isomer or geometry (same formula, charge and spin), eV: 2.710
Highest occupied orbital energy, eV: -7.86
Calculated total energy, eV: -217827.46608

(3)
Entry from OMol25: a cluster of 2 separate species, C2H4INO2 in total in a non-equilibrium geometry (ωB97M-V/def2-TZVPD).

Cartesian coordinates (Å):
1 C 1.38034 -0.91151 -0.55391
2 C -0.70213 -0.07139 0.57427
3 N -0.81963 1.10052 -0.20853
4 O -0.85787 2.21634 0.29035
5 O -0.97324 0.91453 -1.44177
6 I -0.42931 0.22165 2.65750
7 H 2.05267 -0.85477 0.28659
8 H 1.19256 -0.11154 -1.28539
9 H 0.70564 -1.77487 -0.71686
10 H -1.54903 -0.72897 0.39775

Output
Orbital gap (spin up / spin down), eV: 7.3864 / 8.2154
Energy relative to the best compared isomer or geometry (same formula, charge and spin), eV: 6.337
Highest occupied orbital energy (spin up / spin down), eV: -9.30 / -9.34
Calculated total energy, eV: -15817.95100

(4)
Entry from OMol25: the ion C12H28BrN3O2P with charge +1 (ωB97M-V/def2-TZVPD).

Cartesian coordinates (Å):
1 N 2.35890 -3.11164 1.59182
2 C 0.94131 -3.40445 1.41659
3 C 0.49152 -3.91956 0.03580
4 C 1.02332 -3.15195 -1.18567
5 C 0.02453 -2.17744 -1.82785
6 C -0.70251 -1.24494 -0.87350
7 C -1.81123 -0.41713 -1.50263
8 C -2.65667 0.33045 -0.44135
9 C -1.87649 0.43182 0.87300
10 P -2.57928 1.47494 2.20285
11 O -1.84472 1.31595 3.47390
12 C -0.43806 0.87673 0.60211
13 C -0.35342 2.17794 -0.20423
14 C 0.68078 3.23338 0.29118
15 O -0.04239 4.29408 0.89875
16 C 1.66741 3.74234 -0.78135
17 N 3.06832 3.55271 -0.39913
18 N 0.24971 -0.34288 -0.06496
19 Br 1.84910 0.16828 -0.95572
20 H 2.93872 -3.76993 1.08306
21 H 2.62046 -2.18941 1.26687
22 H 0.36702 -2.51505 1.72222
23 H 0.66343 -4.15966 2.15536
24 H -0.60433 -3.94132 0.02274
25 H 0.79377 -4.96598 -0.03841
26 H 1.94565 -2.62464 -0.92929
27 H 1.30982 -3.86478 -1.95920
28 H -0.76675 -2.75820 -2.31036
29 H 0.49895 -1.59786 -2.62416
30 H -1.14805 -1.87488 -0.09904
31 H -1.40254 0.26316 -2.25348
32 H -2.43940 -1.12678 -2.04246
33 H -2.91200 1.32579 -0.80871
34 H -3.59630 -0.19550 -0.27081
35 H -1.85172 -0.54461 1.37332
36 H -3.93073 1.08991 2.17247
37 H -2.58790 2.76659 1.64823
38 H 0.08641 1.00421 1.55322
39 H -0.27199 1.98430 -1.27438
40 H -1.31736 2.67352 -0.07441
41 H 1.25966 2.79906 1.11485
42 H -0.09405 5.04812 0.29754
43 H 1.43633 3.29320 -1.75391
44 H 1.50393 4.82013 -0.88651
45 H 3.18880 2.79991 0.26411
46 H 3.66433 3.36408 -1.19423
47 H 0.59568 -0.93201 0.69576

Output
Orbital gap, eV: 7.5826
SMILES: NCCCC[C@@H]1CC[C@H]([PH2]=O)[C@H](C[C@H](O)CN)[N@@H+]1Br
Highest occupied orbital energy, eV: -12.25
Calculated total energy, eV: -100787.12755
Charge: +1

(5)
Entry from OMol25: the ion C20H26FN2O3 with charge +1 in a non-equilibrium geometry (ωB97M-V/def2-TZVPD).

Cartesian coordinates (Å):
1 C -2.52579 6.71305 2.67597
2 H -3.34387 6.03991 2.40180
3 O -1.38366 5.99688 3.08893
4 C -0.77291 5.17421 2.20628
5 C -1.19475 4.93328 0.90107
6 C -0.48343 4.07135 0.08832
7 C 0.65299 3.41279 0.54671
8 C 1.07368 3.65816 1.85215
9 C 0.37570 4.52729 2.66359
10 H 0.70595 4.72284 3.67085
11 H 1.95970 3.19156 2.25503
12 N 1.35634 2.57181 -0.34806
13 C 0.63909 1.51334 -1.00776
14 H -0.40241 1.79954 -1.14414
15 C 0.69309 0.21109 -0.19081
16 N 2.10634 -0.18464 0.00600
17 H 2.56694 -0.25670 -0.91768
18 C 2.26906 -1.53209 0.60420
19 H 3.09557 -1.50291 1.31502
20 H 1.35841 -1.83711 1.11866
21 C 2.61307 -2.54809 -0.49848
22 O 3.58166 -1.91650 -1.31135
23 H 4.01789 -2.55766 -1.88190
24 C 1.38632 -2.95698 -1.34678
25 O 0.26987 -3.04844 -0.49769
26 C -0.84227 -3.74460 -0.93731
27 C -1.05547 -4.13054 -2.25264
28 C -2.21367 -4.81235 -2.58943
29 C -3.14476 -5.09149 -1.60775
30 C -2.95011 -4.70329 -0.29187
31 C -1.79349 -4.02874 0.03936
32 H -1.60810 -3.71829 1.05495
33 H -3.69425 -4.93501 0.45244
34 F -4.26558 -5.75039 -1.93700
35 H -2.39450 -5.12383 -3.60535
36 H -0.34037 -3.90923 -3.02889
37 H 1.22216 -2.20441 -2.13514
38 H 1.59064 -3.91884 -1.83235
39 H 3.02102 -3.43952 -0.00821
40 C 2.81713 0.88783 0.74043
41 H 3.86409 0.60750 0.86293
42 C 2.71234 2.19381 -0.07055
43 H 3.21639 3.00132 0.45899
44 H 3.23034 2.04920 -1.02812
45 H 2.34963 0.99840 1.72060
46 H 0.15213 -0.59191 -0.68973
47 H 0.24762 0.37668 0.79309
48 H 1.08162 1.34238 -1.99738
49 H -0.81159 3.92851 -0.92995
50 H -2.06722 5.42281 0.50016
51 H -2.82398 7.30926 3.53614
52 H -2.29987 7.37729 1.83659

Output
Orbital gap, eV: 7.9075
SMILES: COc1ccc(N2CC[NH+](C[C@H](O)COc3ccc(F)cc3)CC2)cc1
Energy relative to the best compared isomer or geometry (same formula, charge and spin), eV: 0.133
Highest occupied orbital energy, eV: -10.30
Calculated total energy, eV: -32995.16404
Charge: +1

(6)
Entry from OMol25: the ion C4H5N4 with charge +1 in a non-equilibrium geometry (ωB97M-V/def2-TZVPD).

Cartesian coordinates (Å):
1 C 0.76480 -1.87253 0.82554
2 C 0.22537 0.02722 -0.71623
3 C -0.96730 1.74528 0.05696
4 C 0.09486 -0.77155 0.45646
5 N 1.44449 -2.84141 1.06016
6 N 0.31239 -0.13841 -1.92460
7 N -2.09276 2.00583 -0.24210
8 N 0.27235 1.59659 0.02084
9 H -0.39013 -0.24680 1.28196
10 H 0.07848 0.43524 -2.77041
11 H -3.05160 1.75174 -0.19866
12 H 2.29120 -3.42914 1.37315
13 H 1.01786 1.73795 0.77693

Output
Orbital gap, eV: 9.2356
SMILES: [H]/N=C(/C=C=N)[NH+]=C=N
Energy relative to the best compared isomer or geometry (same formula, charge and spin), eV: 3.184
Highest occupied orbital energy, eV: -13.07
Calculated total energy, eV: -10178.04768
Charge: +1

What is the formula in the sixth record? C4H5N4